C45H51BN8 | ωB97M-V with the def2-TZVPD basis set

Properties
Multiplicity = 1
Maximum force = 2.9 eV/A
Frontier orbital gap = 8.610 eV
Highest occupied orbital energy = -8.26 eV
Molar mass = 714.77 g mol⁻¹

Last column: Löwdin charge in e.
Atoms and positions in Å:
C: 4.89 1.00 -4.41  0.024
C: 3.92 0.92 -5.35  -0.120
B: 2.86 2.05 -5.42  -0.185
C: 1.69 2.03 -6.49  -0.172
C: 0.41 2.67 -5.89  -0.207
C: -0.82 1.75 -5.88  -0.167
C: -1.19 1.17 -4.50  -0.111
N: -0.89 -0.26 -4.42  -0.114
C: -1.71 -1.27 -4.04  -0.113
C: -1.05 -2.46 -4.12  -0.108
C: 0.32 -2.18 -4.59  -0.074
C: 0.30 -0.81 -4.73  -0.123
H: 5.90 0.66 -4.61  0.062
H: 4.64 1.40 -3.44  0.040
H: 3.91 0.06 -6.01  0.082
H: 2.93 2.93 -4.64  0.053
H: 1.53 1.02 -6.88  0.083
H: 2.07 2.62 -7.33  0.103
H: 0.16 3.53 -6.52  0.102
H: 0.61 3.06 -4.89  0.079
H: -0.76 0.95 -6.60  0.114
H: -1.67 2.36 -6.19  0.101
H: -2.27 1.23 -4.41  0.116
H: -0.73 1.71 -3.67  0.123
H: -2.73 -1.14 -3.72  0.114
H: -1.41 -3.46 -3.92  0.082
H: 1.15 -2.82 -4.80  0.088
H: 1.19 -0.31 -5.09  0.103
C: 2.11 -4.25 -1.25  -0.084
C: 2.39 -5.38 -0.50  -0.072
C: 1.33 -6.18 -0.11  -0.145
N: 0.06 -5.92 -0.40  0.046
C: -0.19 -4.83 -1.12  -0.146
C: 0.80 -3.96 -1.57  -0.081
H: 2.91 -3.60 -1.58  0.111
H: 3.41 -5.64 -0.23  0.103
H: 1.50 -7.08 0.48  0.107
H: -1.24 -4.64 -1.34  0.109
H: 0.54 -3.09 -2.15  0.080
C: 0.02 -2.82 2.71  -0.069
C: -0.27 -1.77 3.57  -0.073
C: 0.19 -0.50 3.24  -0.161
N: 0.89 -0.24 2.14  0.051
C: 1.16 -1.26 1.33  -0.149
C: 0.75 -2.56 1.56  -0.061
H: -0.32 -3.82 2.93  0.093
H: -0.83 -1.93 4.48  0.101
H: -0.02 0.35 3.88  0.100
H: 1.74 -1.01 0.44  0.103
H: 0.99 -3.35 0.87  0.061
C: -3.57 -7.65 0.70  -0.077
C: -4.63 -8.07 1.49  -0.074
C: -4.72 -7.54 2.78  -0.159
N: -3.85 -6.67 3.29  0.046
C: -2.85 -6.29 2.50  -0.159
C: -2.66 -6.74 1.21  -0.068
H: -3.46 -8.02 -0.31  0.087
H: -5.36 -8.77 1.13  0.067
H: -5.53 -7.84 3.43  0.099
H: -2.15 -5.58 2.95  0.086
H: -1.82 -6.39 0.61  0.057
C: 3.62 5.08 -0.09  -0.071
C: 2.45 5.01 -0.81  -0.066
C: 2.45 4.31 -2.01  -0.148
N: 3.52 3.70 -2.51  0.047
C: 4.65 3.78 -1.80  -0.153
C: 4.75 4.45 -0.59  -0.066
H: 3.66 5.61 0.85  0.087
H: 1.54 5.49 -0.46  0.100
H: 1.55 4.23 -2.61  0.098
H: 5.51 3.27 -2.23  0.097
H: 5.69 4.47 -0.06  0.102
C: 1.46 8.27 4.52  -0.078
C: 1.27 8.61 3.18  -0.071
C: 2.28 8.31 2.28  -0.164
N: 3.43 7.72 2.62  0.044
C: 3.59 7.41 3.91  -0.153
C: 2.64 7.66 4.89  -0.073
H: 0.70 8.49 5.25  0.081
H: 0.37 9.09 2.85  0.099
H: 2.18 8.55 1.23  0.101
H: 4.53 6.93 4.16  0.102
H: 2.82 7.38 5.91  0.075
C: 1.39 10.03 10.10  -0.078
C: 0.22 9.95 9.36  -0.070
C: 0.24 9.24 8.17  -0.147
N: 1.33 8.64 7.69  0.053
C: 2.44 8.73 8.41  -0.146
C: 2.53 9.40 9.62  -0.067
H: 1.42 10.57 11.04  0.106
H: -0.69 10.43 9.70  0.102
H: -0.65 9.16 7.56  0.104
H: 3.31 8.23 8.00  0.098
H: 3.46 9.44 10.16  0.103
C: -7.63 -10.25 -3.09  -0.081
C: -8.58 -9.81 -2.17  -0.072
C: -8.13 -9.21 -1.01  -0.145
N: -6.84 -9.02 -0.72  0.055
C: -5.95 -9.45 -1.61  -0.145
C: -6.29 -10.06 -2.81  -0.067
H: -7.94 -10.72 -4.02  0.105
H: -9.63 -9.94 -2.36  0.101
H: -8.83 -8.85 -0.27  0.105
H: -4.91 -9.29 -1.35  0.086
H: -5.52 -10.38 -3.50  0.102

C45H51BeN8O2 | ωB97M-V with the def2-TZVPD basis set

Properties
Multiplicity = 1
Maximum force = 3.3 eV/A
Total charge = +1
Frontier orbital gap = 5.149 eV
Highest occupied orbital energy = -10.16 eV
Molar mass = 744.97 g mol⁻¹
Energy relative to the best compared isomer or geometry (same formula, charge and spin) = 37.4 kcal per mole

Last column: Löwdin charge in e.
Atoms and positions in Å:
Be: 2.88 1.31 -1.48  0.983
C: -1.27 -0.22 0.65  -0.092
C: 0.21 -0.39 1.04  -0.429
O: 1.13 0.14 0.06  -0.402
H: -1.31 -0.77 -0.29  0.036
H: -1.60 0.80 0.45  0.041
H: -1.95 -0.50 1.45  0.062
H: 0.45 -1.43 1.24  0.076
H: 0.28 -0.01 2.06  0.063
N: 0.73 2.43 -2.82  0.032
C: -0.30 2.95 -2.11  -0.130
C: -1.15 3.95 -2.58  -0.043
C: -1.06 4.36 -3.92  -0.014
C: 0.00 3.78 -4.68  -0.065
C: 0.87 2.87 -4.15  -0.123
H: -0.40 2.66 -1.08  0.092
H: -1.71 4.45 -1.80  0.111
H: -1.61 5.23 -4.24  0.111
H: 0.18 4.20 -5.66  0.105
H: 1.77 2.56 -4.67  0.090
N: -4.34 -0.09 -3.00  0.066
C: -5.04 -1.09 -3.60  -0.148
C: -4.74 -2.44 -3.64  -0.077
C: -3.56 -2.82 -3.08  -0.096
C: -2.71 -1.90 -2.48  -0.072
C: -3.18 -0.58 -2.42  -0.141
H: -5.94 -0.68 -4.04  0.099
H: -5.47 -3.14 -4.01  0.109
H: -3.41 -3.88 -2.97  0.108
H: -1.84 -2.17 -1.90  0.079
H: -2.70 0.21 -1.86  0.078
N: 2.22 -0.11 -3.53  0.040
C: 1.06 -0.90 -3.62  -0.109
C: 0.68 -1.73 -4.64  -0.054
C: 1.50 -1.78 -5.77  -0.041
C: 2.65 -0.99 -5.79  -0.054
C: 2.94 -0.15 -4.69  -0.146
H: 0.58 -0.95 -2.65  0.092
H: -0.25 -2.28 -4.62  0.107
H: 1.30 -2.43 -6.61  0.114
H: 3.16 -0.96 -6.74  0.108
H: 3.79 0.48 -4.94  0.101
N: 1.58 -6.74 -0.54  0.053
C: 1.49 -6.02 0.64  -0.131
C: 1.19 -4.67 0.64  -0.071
C: 0.85 -4.02 -0.58  -0.080
C: 0.78 -4.75 -1.75  -0.087
C: 1.09 -6.11 -1.66  -0.139
H: 1.66 -6.69 1.47  0.101
H: 1.20 -4.13 1.58  0.095
H: 0.65 -2.96 -0.52  0.077
H: 0.61 -4.37 -2.75  0.086
H: 0.97 -6.76 -2.51  0.096
N: 4.72 -0.66 -1.46  0.020
C: 5.80 -0.89 -2.30  -0.122
C: 6.51 -2.10 -2.31  -0.057
C: 6.00 -3.19 -1.64  -0.061
C: 4.88 -3.04 -0.82  -0.030
C: 4.26 -1.76 -0.77  -0.100
H: 6.09 0.01 -2.81  0.097
H: 7.39 -2.27 -2.91  0.109
H: 6.49 -4.16 -1.59  0.116
H: 4.40 -3.87 -0.32  0.104
H: 3.37 -1.52 -0.21  0.083
N: -1.80 -1.49 5.66  0.055
C: -2.20 -1.35 6.94  -0.125
C: -3.13 -0.34 7.32  -0.097
C: -3.59 0.56 6.44  -0.102
C: -3.22 0.47 5.08  -0.062
C: -2.22 -0.49 4.78  -0.134
H: -1.85 -2.02 7.72  0.097
H: -3.44 -0.16 8.34  0.102
H: -4.37 1.21 6.81  0.111
H: -3.50 1.16 4.30  0.090
H: -1.80 -0.48 3.79  0.073
N: 4.30 2.04 0.71  0.027
C: 3.78 1.60 1.90  -0.140
C: 4.52 1.39 3.00  -0.069
C: 5.89 1.67 3.00  -0.016
C: 6.41 2.34 1.86  -0.038
C: 5.57 2.52 0.74  -0.128
H: 2.72 1.40 1.91  0.092
H: 3.91 1.10 3.84  0.118
H: 6.44 1.50 3.91  0.112
H: 7.42 2.70 1.77  0.105
H: 5.93 2.98 -0.17  0.102
N: -1.47 4.04 2.50  0.040
C: -2.22 4.45 3.60  -0.122
C: -2.20 3.79 4.79  -0.087
C: -1.30 2.75 4.97  -0.079
C: -0.53 2.35 3.84  -0.066
C: -0.69 2.96 2.58  -0.163
H: -2.98 5.18 3.36  0.104
H: -2.81 4.15 5.60  0.109
H: -1.25 2.19 5.89  0.104
H: 0.11 1.51 4.08  0.086
H: -0.16 2.71 1.68  0.086
C: -4.20 1.74 1.09  -0.035
C: -5.60 1.99 1.54  -0.463
O: -5.75 2.46 2.68  0.031
C: -6.76 1.79 0.59  -0.017
H: -3.99 0.68 1.01  0.078
H: -3.38 2.22 1.62  0.058
H: -4.15 2.20 0.10  0.082
H: -6.49 1.56 -0.44  0.073
H: -7.41 2.66 0.54  0.089
H: -7.36 0.99 1.01  0.090

C45H51Cl2N2OP2ReS2Si2 | ωB97M-V with the def2-TZVPD basis set

Properties
Multiplicity = 2
Maximum force = 2.2 eV/A
Total charge = +1
Frontier orbital gap (alpha / beta) = 6.807 / 6.814 eV
Highest occupied orbital energy (alpha / beta) = -9.99 / -9.86 eV
Molar mass = 1075.28 g mol⁻¹
<S²> = 0.76
Energy relative to the best compared isomer or geometry (same formula, charge and spin) = 15.4 kcal per mole

Last column: Löwdin charge in e.
Atoms and positions in Å:
Re: 0.57 0.24 -0.13  1.144
C: 0.10 2.96 -2.60  -0.200
Si: -1.42 2.62 -1.59  0.327
C: -2.87 2.63 -2.73  -0.175
C: -1.81 3.89 -0.31  -0.173
N: -1.16 1.00 -0.86  -0.423
P: -2.25 -0.03 -0.15  0.718
C: -1.10 -1.09 0.55  -0.499
P: -0.54 -2.38 -0.47  0.716
N: 0.86 -1.69 -0.95  -0.407
Si: 2.29 -2.60 -1.50  0.341
C: 3.28 -3.19 -0.06  -0.169
C: 1.80 -4.13 -2.43  -0.161
C: 3.21 -1.52 -2.70  -0.182
C: -0.28 -3.86 0.55  -0.282
C: 0.29 -3.64 1.81  -0.094
C: 0.59 -4.71 2.65  -0.069
C: 0.32 -6.01 2.23  -0.069
C: -0.24 -6.24 0.99  -0.065
C: -0.54 -5.17 0.15  -0.094
C: -1.42 -2.96 -1.93  -0.305
C: -0.96 -2.58 -3.20  -0.111
C: -1.58 -3.06 -4.34  -0.069
C: -2.68 -3.91 -4.23  -0.068
C: -3.17 -4.25 -2.97  -0.065
C: -2.55 -3.78 -1.83  -0.095
C: -3.19 0.78 1.15  -0.298
C: -4.31 1.56 0.85  -0.099
C: -4.98 2.23 1.87  -0.067
C: -4.53 2.12 3.18  -0.065
C: -3.42 1.35 3.48  -0.063
C: -2.74 0.67 2.47  -0.073
C: -3.53 -0.62 -1.27  -0.309
C: -3.40 -0.56 -2.65  -0.110
C: -4.41 -1.05 -3.47  -0.065
C: -5.55 -1.61 -2.90  -0.066
C: -5.69 -1.69 -1.52  -0.065
C: -4.68 -1.19 -0.70  -0.079
H: -0.14 3.52 -3.51  0.044
H: 0.56 2.00 -2.90  0.021
H: 0.85 3.53 -2.04  0.009
H: -3.18 3.68 -2.87  0.050
H: -3.74 2.07 -2.35  0.019
H: -2.62 2.22 -3.73  0.041
H: -1.94 4.87 -0.81  0.055
H: -1.03 4.00 0.44  -0.021
H: -2.75 3.64 0.19  0.027
H: 2.77 -4.05 0.40  0.035
H: 3.39 -2.41 0.70  0.015
H: 4.28 -3.53 -0.38  0.050
H: 1.15 -4.78 -1.83  0.023
H: 2.71 -4.70 -2.66  0.056
H: 1.29 -3.90 -3.37  0.028
H: 2.77 -0.52 -2.76  0.014
H: 3.16 -1.97 -3.70  0.041
H: 4.28 -1.41 -2.46  0.026
H: 0.49 -2.63 2.14  0.062
H: 1.04 -4.53 3.62  0.109
H: 0.56 -6.85 2.89  0.111
H: -0.46 -7.26 0.67  0.111
H: -0.97 -5.37 -0.83  0.094
H: -0.11 -1.92 -3.27  0.098
H: -1.21 -2.78 -5.32  0.113
H: -3.16 -4.30 -5.12  0.114
H: -4.04 -4.90 -2.89  0.115
H: -2.94 -4.04 -0.85  0.121
H: -4.67 1.65 -0.17  0.107
H: -5.86 2.83 1.64  0.113
H: -5.06 2.64 3.98  0.110
H: -3.08 1.26 4.51  0.108
H: -1.88 0.05 2.69  0.063
H: -2.50 -0.13 -3.09  0.099
H: -4.31 -0.99 -4.55  0.116
H: -6.34 -1.99 -3.55  0.113
H: -6.58 -2.13 -1.08  0.112
H: -4.79 -1.24 0.38  0.116
Cl: 0.87 0.06 2.59  0.787
C: 0.89 1.72 3.15  -0.621
C: 0.76 1.92 4.51  -0.104
C: 0.83 3.21 5.00  -0.072
C: 1.05 4.27 4.12  -0.104
C: 1.16 4.03 2.76  -0.656
Cl: 1.44 5.40 1.73  0.723
C: 1.04 2.73 2.22  -0.628
S: 1.08 2.47 0.49  0.631
H: 0.62 1.08 5.18  0.113
H: 0.71 3.40 6.06  0.115
H: 1.14 5.28 4.49  0.112
C: 5.04 5.80 2.67  -0.041
C: 4.77 4.51 1.93  -0.271
C: 4.38 3.35 2.62  -0.029
C: 4.13 2.17 1.94  -0.086
C: 4.28 2.14 0.56  -0.464
C: 4.65 3.27 -0.15  -0.075
C: 4.90 4.45 0.54  -0.030
S: 3.97 0.67 -0.34  0.975
C: 5.31 -0.29 0.29  -0.210
O: 2.74 -0.03 0.29  -0.747
H: 4.99 5.66 3.75  0.080
H: 4.32 6.57 2.39  0.074
H: 6.04 6.19 2.42  0.088
H: 4.25 3.39 3.70  0.125
H: 3.80 1.28 2.48  0.117
H: 4.74 3.23 -1.23  0.119
H: 5.19 5.34 0.00  0.126
H: 5.18 -0.38 1.37  0.077
H: 6.23 0.25 0.05  0.083
H: 5.29 -1.27 -0.19  0.043

C45H51ClInN8O6S3 | ωB97M-V with the def2-TZVPD basis set

Properties
Multiplicity = 1
Maximum force = 1.2 eV/A
Total charge = -1
Frontier orbital gap = 6.557 eV
Highest occupied orbital energy = -4.63 eV
Molar mass = 1046.42 g mol⁻¹
Energy relative to the best compared isomer or geometry (same formula, charge and spin) = 35.1 kcal per mole

Last column: Löwdin charge in e.
Atoms and positions in Å:
In: 0.19 0.18 0.01  0.671
C: -0.63 1.08 -3.86  -0.021
C: -1.36 1.51 -2.62  -0.299
N: -0.78 2.40 -1.89  0.049
N: -1.43 3.08 -0.94  -0.041
C: -1.01 3.22 0.24  -1.066
S: 0.27 2.39 1.11  0.640
S: -1.81 4.50 1.20  0.846
C: -1.05 5.99 0.43  -0.415
C: -1.63 6.32 -0.91  -0.304
C: -2.83 7.03 -1.00  -0.059
C: -3.42 7.28 -2.23  -0.098
C: -2.81 6.82 -3.39  -0.107
C: -1.61 6.13 -3.32  -0.086
C: -1.02 5.89 -2.08  -0.057
C: -2.66 0.93 -2.28  -0.118
C: -3.66 0.77 -3.24  -0.055
C: -4.92 0.31 -2.91  -0.129
C: -5.19 -0.01 -1.57  -0.116
C: -4.21 0.09 -0.62  -0.023
C: -2.90 0.53 -0.93  -0.362
O: -2.00 0.58 0.00  -0.171
H: 0.11 1.82 -4.13  0.073
H: -1.33 0.91 -4.68  0.069
H: -0.13 0.13 -3.65  0.051
H: 0.02 5.79 0.36  0.078
H: -1.23 6.79 1.15  0.067
H: -3.31 7.37 -0.09  0.109
H: -4.36 7.81 -2.29  0.094
H: -3.28 7.00 -4.35  0.092
H: -1.13 5.77 -4.22  0.099
H: -0.09 5.35 -2.02  0.111
H: -3.47 1.07 -4.26  0.099
H: -5.69 0.22 -3.66  0.082
H: -6.18 -0.36 -1.29  0.092
H: -4.40 -0.18 0.42  0.115
Cl: 0.68 -4.33 -0.18  0.605
C: 0.64 -3.54 1.41  -0.468
C: -0.61 -2.63 1.55  -0.707
O: -1.67 -3.17 1.87  0.008
O: -0.43 -1.37 1.43  -0.108
H: 1.55 -2.95 1.52  0.046
H: 0.59 -4.34 2.14  0.069
S: 4.40 -1.76 0.44  0.602
C: 2.96 -1.30 -0.07  -0.933
N: 1.91 -1.00 -0.52  0.022
N: 2.06 1.55 -1.88  0.193
C: 3.10 1.23 -2.29  -0.252
N: 4.28 0.90 -2.77  -0.094
C: 5.27 1.93 -3.06  -0.152
C: 6.65 1.44 -2.66  -0.181
C: 6.96 0.12 -3.36  -0.207
C: 5.89 -0.92 -3.00  -0.187
C: 4.51 -0.40 -3.38  -0.147
H: 4.99 2.83 -2.51  0.127
H: 5.25 2.17 -4.13  0.124
H: 6.68 1.30 -1.58  0.120
H: 7.40 2.20 -2.93  0.108
H: 7.95 -0.25 -3.07  0.106
H: 6.97 0.27 -4.45  0.108
H: 5.90 -1.11 -1.92  0.062
H: 6.08 -1.87 -3.51  0.113
H: 3.74 -1.09 -3.03  0.106
H: 4.43 -0.32 -4.47  0.126
C: -4.13 -0.15 7.22  -0.080
O: -3.00 -0.27 6.38  -0.080
C: -2.23 -1.39 6.51  -0.217
C: -2.54 -2.47 7.31  -0.027
C: -1.69 -3.57 7.34  -0.090
C: -0.54 -3.58 6.58  -0.079
C: -0.22 -2.49 5.78  -0.021
C: -1.06 -1.39 5.73  -0.147
N: -0.87 -0.29 4.87  0.141
C: 0.21 0.06 4.16  0.006
C: 1.55 -0.20 4.42  -0.132
C: 2.05 -0.58 5.70  -0.074
C: 3.38 -0.67 5.94  -0.102
C: 4.31 -0.40 4.90  -0.084
C: 3.89 -0.03 3.66  -0.019
C: 2.48 0.06 3.32  -0.354
O: 2.14 0.36 2.16  -0.098
H: -4.87 -0.93 7.01  0.095
H: -4.56 0.82 6.99  0.094
H: -3.84 -0.19 8.27  0.097
H: -3.44 -2.47 7.91  0.101
H: -1.95 -4.43 7.95  0.100
H: 0.12 -4.44 6.59  0.104
H: 0.66 -2.51 5.16  0.115
H: -1.74 0.11 4.55  0.161
H: 0.00 0.68 3.30  0.095
H: 1.34 -0.75 6.51  0.106
H: 3.74 -0.94 6.93  0.092
H: 5.37 -0.47 5.12  0.099
H: 4.59 0.19 2.87  0.092
C: 1.12 -2.21 -3.55  -0.064
N: -0.26 -2.65 -3.51  -0.079
C: -0.58 -3.75 -4.39  -0.176
C: -2.09 -3.91 -4.46  -0.155
C: -2.58 -4.18 -3.05  -0.168
N: -2.10 -3.16 -2.14  -0.058
C: -2.76 -3.13 -0.85  -0.026
C: -1.00 -2.39 -2.37  -0.467
O: -0.68 -1.47 -1.62  -0.027
H: 1.34 -1.76 -4.52  0.089
H: 1.79 -3.06 -3.39  0.095
H: 1.29 -1.48 -2.76  0.043
H: -0.12 -4.68 -4.04  0.128
H: -0.17 -3.52 -5.37  0.120
H: -2.37 -4.72 -5.13  0.112
H: -2.53 -2.97 -4.81  0.123
H: -2.23 -5.17 -2.72  0.127
H: -3.67 -4.18 -3.01  0.123
H: -3.82 -2.94 -0.97  0.091
H: -2.33 -2.34 -0.24  0.069
H: -2.61 -4.08 -0.33  0.090